Entry 1:
Here is a structure of composition C7H7MgO6S from the OMol25 dataset. Energies are from ωB97M-V/def2-TZVPD.

Output
* energy relative to the best compared isomer or geometry (same formula, charge and spin): 0.00 kJ/mol
* total charge: +1
* E_HOMO (alpha / beta): -11.02 / -10.75 eV
* orbital gap (alpha / beta): 6.287 / 6.094 eV

Geometry (Å):
O  0.04856  3.94084  -4.03859
C  -0.43241  3.06246  -4.60070
Mg  0.77823  0.12578  -0.73761
O  -0.43132  3.25840  -1.07946
C  -0.00737  2.18629  -1.11794
C  -0.71247  -0.85565  -2.41282
O  -1.21526  -1.53506  -3.28086
C  2.58165  0.92385  -1.98909
O  3.44827  1.48655  -2.48482
C  -1.35315  0.40268  -1.95943
O  -2.40068  0.92763  -2.11807
H  0.34389  -1.08581  -1.82477
C  -0.61439  -2.44273  2.23104
S  -0.51472  -0.64898  2.10596
C  0.32651  -0.28835  3.64400
O  0.63958  -0.46249  1.07523
H  -1.44040  -2.68751  2.90719
H  0.34002  -2.80954  2.62506
H  -0.81041  -2.85126  1.23278
H  0.50946  -1.22541  4.17481
H  1.25965  0.23063  3.41896
H  -0.34324  0.34769  4.22912



Entry 2:
Here is a cluster of 2 separate species, C7H7N in total from the OMol25 dataset. Energies are from ωB97M-V/def2-TZVPD.

Output
* SMILES: c1ccncc1.C#C
* energy relative to the best compared isomer or geometry (same formula, charge and spin): 401.42 kJ/mol
* total charge: 0
* E_HOMO: -9.46 eV
* orbital gap: 10.230 eV

Geometry (Å):
C  2.60539  -0.21437  -0.21154
C  1.74858  -1.30092  0.03219
C  0.26877  -1.12774  0.26154
N  -0.06188  0.10802  0.49863
C  0.79499  1.23491  0.31672
C  2.15890  1.10676  -0.03789
H  3.64292  -0.45224  -0.30550
H  2.20233  -2.15623  0.09206
H  -0.43057  -1.82494  0.18175
H  0.35549  2.18514  0.34917
H  2.79815  1.96176  -0.50474
C  -4.56517  0.00417  -0.02287
C  -3.40826  -0.02676  -0.01138
H  -5.72467  0.36269  -0.43249
H  -2.38498  0.13977  -0.20566



Entry 3:
Here is the ion C7H7N2OS with charge +1 from the OMol25 dataset. Energies are from ωB97M-V/def2-TZVPD.

Output
* energy relative to the best compared isomer or geometry (same formula, charge and spin): 326.70 kJ/mol
* total charge: +1
* E_HOMO: -13.39 eV
* orbital gap: 8.776 eV

Geometry (Å):
C  -2.70042  -1.80241  -0.00661
C  -3.92747  -1.08612  -0.05788
C  -1.71466  -0.83510  0.14256
C  -2.10933  0.49353  0.12908
C  0.32916  -0.27125  -0.01831
C  -1.19564  1.60120  0.05106
C  1.19914  2.06810  -0.05440
N  0.19003  1.01646  -0.00862
N  1.41187  -0.98622  0.02898
O  -1.37761  2.76972  0.00567
S  -3.81033  0.62251  -0.02712
H  -2.47874  -2.81848  -0.08508
H  -4.91003  -1.62355  -0.21380
H  2.05811  1.70952  0.69527
H  1.53418  2.01447  -0.99804
H  0.80259  2.97062  0.12866
H  1.23480  -1.94807  0.22722
H  2.21018  -0.41897  0.20139



Entry 4:
Here is an isolated molecule of C7H7N3 from the OMol25 dataset. Energies are from ωB97M-V/def2-TZVPD.

Output
* SMILES: Nc1ccc2[nH]ncc2c1
* energy relative to the best compared isomer or geometry (same formula, charge and spin): 81.35 kJ/mol
* total charge: 0
* E_HOMO: -8.27 eV
* orbital gap: 9.265 eV

Geometry (Å):
N  -0.97645  2.93438  -0.95539
C  -0.56542  1.61959  -0.71176
C  -0.74384  0.60939  -1.71229
C  -0.52424  -0.73470  -1.45741
C  0.08610  -1.05798  -0.14849
N  0.39542  -2.27431  0.46252
N  0.95505  -2.06086  1.65697
C  0.97534  -0.77022  1.89532
C  0.40993  -0.04702  0.71789
C  0.09393  1.24188  0.45781
H  -0.29048  3.50942  -1.35153
H  -1.54719  3.48415  -0.27033
H  -0.94052  0.85743  -2.68533
H  -0.74940  -1.56601  -2.16950
H  0.75121  -3.17321  0.09341
H  1.44102  -0.50086  2.83785
H  0.32639  2.02899  1.15032



Entry 5:
Here is a cluster of 2 separate species, C7H7N3O3 in total from the OMol25 dataset. Energies are from ωB97M-V/def2-TZVPD.

Output
* SMILES: O=[N+]([O-])Nc1ccccc1.N=C=O
* energy relative to the best compared isomer or geometry (same formula, charge and spin): 321.22 kJ/mol
* total charge: 0
* E_HOMO: -9.15 eV
* orbital gap: 9.491 eV

Geometry (Å):
O  -0.65855  -2.22932  1.34244
N  -0.70301  -1.23682  2.03318
O  -0.76269  -1.23148  3.23105
N  -0.79616  -0.05943  1.41328
C  -0.67603  0.12348  -0.02077
C  -0.03563  1.27502  -0.50328
C  0.12075  1.51176  -1.84215
C  -0.25735  0.53739  -2.82190
C  -0.87263  -0.58728  -2.37676
C  -1.08335  -0.83348  -1.00402
H  -0.67112  0.74540  2.03330
H  0.32101  1.91736  0.34753
H  0.72606  2.24852  -2.25539
H  -0.22420  0.89983  -3.80421
H  -0.92359  -1.46517  -3.00710
H  -1.68416  -1.59948  -0.72335
N  1.72259  0.02539  2.64557
C  2.23386  0.13970  1.52951
O  2.60369  0.63632  0.55649
H  1.62049  -0.81772  3.22657



Entry 6:
Here is a cluster of 2 separate species, C7H7N4O7S in total from the OMol25 dataset. Energies are from ωB97M-V/def2-TZVPD.

Output
* energy relative to the best compared isomer or geometry (same formula, charge and spin): 49.09 kJ/mol
* total charge: -1
* E_HOMO: -4.23 eV
* orbital gap: 6.574 eV

Geometry (Å):
O  2.16068  -2.01926  -0.38715
C  1.02471  -2.16788  -0.23075
N  -0.19088  -1.92854  0.03996
O  -1.00279  -2.28688  -1.08029
C  -1.07459  -1.28773  -2.03938
O  -0.67001  -1.55435  -3.13174
N  -1.57257  0.02032  -1.81167
C  -2.46388  0.21700  -0.64278
C  -1.96126  1.34237  0.33605
S  -0.25908  1.15616  0.93023
C  0.87808  1.63093  -0.31290
N  1.40115  0.97037  -1.26169
N  2.27479  1.74088  -1.95389
C  2.24008  2.88731  -1.36193
O  1.40923  2.90918  -0.35288
H  -2.13944  0.18660  -2.63383
H  -2.73457  -0.70336  -0.11770
H  -3.40756  0.63014  -1.03971
H  -2.60236  1.25839  1.22412
H  -2.15784  2.32215  -0.11415
H  2.84108  3.70542  -1.73266
C  1.68983  -1.64197  3.91448
O  2.76689  -2.27332  3.75383
O  0.81390  -1.80225  2.81474
O  1.29510  -0.93364  4.84337
H  1.44129  -2.37801  2.34830



Entry 7:
Here is a structure of composition C7H7N4PtSTe4 from the OMol25 dataset. Energies are from ωB97M-V/def2-TZVPD.

Output
* energy relative to the best compared isomer or geometry (same formula, charge and spin): 0.00 kJ/mol
* total charge: -1
* E_HOMO (alpha / beta): -3.11 / -3.11 eV
* orbital gap (alpha / beta): 5.200 / 5.198 eV

Geometry (Å):
Pt  -0.08761  0.10238  0.11067
N  -2.36571  -3.46355  -0.84988
C  -1.51276  -2.39651  -0.70639
S  -2.00188  -1.13835  0.36242
N  -0.40821  -2.47319  -1.43638
N  0.36252  -1.37007  -1.25317
C  1.46569  -1.20862  -1.89789
C  2.22988  -0.00769  -1.55990
C  3.45948  0.27784  -2.13267
C  4.15854  1.39819  -1.71952
C  3.61793  2.19973  -0.72668
C  2.38557  1.87009  -0.19241
N  1.69630  0.80711  -0.61770
H  -2.94605  -3.65475  -0.04957
H  -1.93047  -4.27425  -1.26168
H  1.81815  -1.94178  -2.61435
H  3.85581  -0.39039  -2.88549
H  5.11905  1.63458  -2.15912
H  4.13895  3.07129  -0.35641
H  1.90979  2.44494  0.59069
Te  1.45802  -1.35778  2.18734
Te  1.60263  0.86293  3.73585
Te  -0.94486  1.73552  3.64273
Te  -1.10352  2.34325  0.97494



Entry 8:
Here is an isolated molecule of C7H7N9O21 from the OMol25 dataset. Energies are from ωB97M-V/def2-TZVPD.

Output
* total charge: 0
* E_HOMO: -12.43 eV
* orbital gap: 9.860 eV

Geometry (Å):
O  -0.70354  -3.51758  1.83409
O  -0.38377  -3.54910  -2.48680
O  -3.58658  -2.52853  -0.66814
O  4.13313  -1.58713  0.38515
O  4.00104  1.91233  1.91475
O  2.75386  -1.51861  3.68194
O  -2.08780  1.62194  -3.01563
O  0.33094  4.84778  -1.43936
O  -3.82601  3.50664  -1.63571
O  0.59400  -4.31354  0.27584
O  -1.76564  -5.10375  -1.71511
O  -3.16251  -4.24812  0.65471
O  3.54180  0.30065  -0.47526
O  1.90337  1.80884  2.55615
O  4.75463  -0.84683  3.07626
O  -0.84582  3.14283  -3.82258
O  -1.62100  5.59967  -2.06408
O  -2.77825  3.66661  0.27559
O  -1.14201  -1.01575  0.66514
O  0.82994  0.23232  0.52145
O  -1.18358  1.10889  -0.31569
N  -0.42475  -3.71649  0.62821
N  -1.14486  -4.02114  -1.61981
N  -2.81107  -3.32357  -0.09491
N  3.58067  -0.48106  0.49615
N  2.94540  1.30263  2.10597
N  3.52427  -0.90215  2.93892
N  -1.47528  2.63536  -2.89306
N  -0.85179  4.67522  -1.71934
N  -2.77846  3.48377  -0.94434
C  -0.57474  0.30264  0.70389
C  -0.99733  -1.68696  -0.58210
C  1.48557  -0.66873  1.47039
C  -0.52940  2.34931  -0.61307
C  -1.34446  -3.20109  -0.41665
C  2.91841  -0.16417  1.78775
C  -1.41539  3.27907  -1.54668
H  -0.76584  0.80329  1.66230
H  -1.68279  -1.18559  -1.31367
H  0.04374  -1.57464  -0.89518
H  1.54248  -1.65902  1.02225
H  0.86661  -0.78857  2.36899
H  -0.28849  2.85126  0.33010
H  0.42129  2.17112  -1.07882



Entry 9:
Here is a structure of composition C7H7NO from the OMol25 dataset. Energies are from ωB97M-V/def2-TZVPD.

Output
* energy relative to the best compared isomer or geometry (same formula, charge and spin): 528.97 kJ/mol
* total charge: 0
* E_HOMO: -7.80 eV
* orbital gap: 8.135 eV

Geometry (Å):
C  -2.18347  -1.25946  0.19751
C  1.13135  -0.95986  1.05249
N  -1.11400  -0.85500  -0.70977
C  1.00362  -0.79722  -0.41597
C  -0.65346  0.34084  -0.69150
C  0.11308  1.32482  -0.59773
C  0.75152  2.49860  -0.82244
C  1.36348  3.53273  -0.98047
O  1.56809  -1.12540  -1.37437
H  -3.13478  -0.81468  -0.11283
H  -2.28829  -2.34251  0.15323
H  -2.00074  -0.96214  1.23858
H  0.33410  -0.46151  1.58963
H  1.13432  -2.03051  1.26969
H  2.09219  -0.53305  1.34563
H  1.88298  4.44434  -1.14170



Entry 10:
Here is an isolated molecule of C7H7NO3 from the OMol25 dataset. Energies are from ωB97M-V/def2-TZVPD.

Output
* SMILES: COC(=O)c1cncc(O)c1
* energy relative to the best compared isomer or geometry (same formula, charge and spin): 184.66 kJ/mol
* total charge: 0
* E_HOMO: -9.60 eV
* orbital gap: 9.433 eV

Geometry (Å):
C  -2.35750  2.43703  -0.53565
O  -1.43649  1.28289  -0.71896
C  -1.32901  0.52397  0.49275
O  -2.21677  0.43464  1.41219
C  -0.06830  -0.35913  0.41668
C  -0.09220  -1.50745  1.21568
N  0.90079  -2.37297  1.15325
C  1.98508  -2.16104  0.40915
C  2.07790  -1.06576  -0.39335
O  3.31379  -0.95154  -1.06704
C  1.02613  -0.15979  -0.48703
H  -3.45900  2.20038  -0.70199
H  -2.30503  2.69545  0.60507
H  -2.11978  3.30278  -1.19025
H  -0.92877  -1.81264  1.92898
H  2.78923  -2.85995  0.48444
H  3.13792  -0.42746  -1.91673
H  1.08201  0.80061  -1.10718



Summary of DFT total energy in eV
-35926.695, -8857.464, -23225.692, -11841.668, -17981.018, -38498.431, -56591.936, -63749.436, -10903.856, -15003.683
(order as listed above)